Entry 1:
15
Properties=species:S:1:pos:R:3:mulliken_charge:R:1 method="wB97M-V/def2-TZVPD" molar_mass_g_mol=118.135 lumo_energy_ev=-0.86 gap_ha=0.3133 smiles="C#CC#C/C(C=O)=C/C" energy_ev=-10433.0091 e_homo_ha=-0.3448 de_lowest_kj_mol=605.9
C -3.01 -1.21 3.58 0.00
C -2.05 -0.99 2.82 -0.59
C -1.13 -0.91 1.66 0.90
C -0.34 -0.47 0.91 -0.58
C 0.60 -0.15 -0.26 -0.13
C 1.92 0.13 0.29 0.17
O 2.99 0.52 -0.27 -0.51
C 0.06 0.44 -1.42 -0.17
C 0.90 0.92 -2.63 -0.80
H -3.69 -1.56 4.39 0.37
H 1.88 0.15 1.53 0.24
H -1.10 0.14 -1.76 0.28
H 0.40 2.07 -2.75 0.27
H 0.51 0.36 -3.63 0.27
H 2.05 0.56 -2.48 0.28



Entry 2:
22
Properties=species:S:1:pos:R:3:mulliken_charge:R:1 method="wB97M-V/def2-TZVPD" molar_mass_g_mol=88.194 lumo_energy_ev=1.09 gap_ha=0.4532 smiles=CC(C)C.CC energy_ev=-6481.3182 e_homo_ha=-0.4133 de_lowest_kj_mol=32.8
C -0.78 -2.84 -0.66 -1.46
C -0.53 -1.55 -1.43 0.92
C -1.38 -0.40 -0.88 -1.33
C 0.96 -1.18 -1.41 -1.31
H -1.82 -3.15 -0.69 0.38
H -0.53 -2.69 0.40 0.33
H -0.19 -3.66 -1.07 0.38
H -0.79 -1.64 -2.48 0.17
H -2.43 -0.50 -1.15 0.38
H -1.37 -0.40 0.21 0.25
H -0.96 0.58 -1.14 0.32
H 1.59 -2.07 -1.33 0.36
H 1.27 -0.68 -2.33 0.35
H 1.25 -0.52 -0.58 0.25
C 0.78 2.97 1.17 -0.67
C 0.64 2.15 2.47 -0.82
H 0.42 2.42 0.30 0.09
H 0.15 3.86 1.20 0.31
H 1.81 3.23 0.94 0.28
H 0.51 2.93 3.23 0.31
H 1.60 1.70 2.73 0.27
H -0.19 1.46 2.50 0.24